{"formula": "C4H6N2O", "method": "ωB97M-V/def2-TZVPD", "species": ["C", "C", "N", "C", "C", "O", "N", "H", "H", "H", "H", "H", "H"], "positions_angstrom": [[2.11477, -0.20936, 0.14683], [0.74535, 0.14088, -0.33498], [0.13836, -0.42004, -1.34997], [-1.21177, -0.24583, -1.13219], [-1.40638, 0.40309, 0.05358], [-2.49253, 0.65438, 0.83372], [-0.15634, 0.70457, 0.52719], [2.42282, -1.09005, -0.41827], [2.01386, -0.50489, 1.19772], [2.88464, 0.56185, 0.07691], [-1.94598, -0.67317, -1.80093], [-2.94987, -0.18969, 0.94057], [0.04880, 1.23481, 1.35970]], "smiles": "Cc1ncc(O)[nH]1", "de_lowest_kj_mol": 86.26, "e_tot_ha": -340.76205, "homo_ev": -8.215, "homo_lumo_gap_ev": 8.861, "fmax_ev_per_a": 0.4}